{
  "formula": "C24H34N4O8PRuS2Te",
  "method": "wB97M-V/def2-TZVPD",
  "energy_ev": -88617.9239,
  "gap_ha": [0.2675, 0.2628],
  "spin_multiplicity": 2,
  "e_above_lowest_ev": 2.176,
  "largest_force_ha_per_bohr": 0.0236,
  "e_homo_ev": [-7.7, -7.6],
  "elements": ["Ru", "N", "C", "C", "C", "O", "O", "H", "H", "H", "H", "H", "H", "C", "C", "O", "P", "O", "Te", "O", "C", "C", "H", "H", "H", "H", "H", "H", "H", "H", "H", "H", "C", "C", "N", "C", "C", "C", "O", "C", "C", "C", "C", "N", "C", "H", "H", "H", "H", "H", "H", "H", "H", "H", "H", "H", "H", "H", "H", "O", "S", "O", "N", "C", "S", "C", "C", "C", "C", "C", "C", "H", "H", "H", "H"],
  "xyz": [[-1.52, 0.26, -0.03], [-0.52, -2.69, -2.58], [-1.32, -3.71, -1.89], [-1.01, -3.69, -0.40], [-1.30, -2.32, 0.14], [-2.47, -1.85, 0.04], [-0.36, -1.61, 0.59], [-0.86, -2.55, -3.53], [0.45, -2.98, -2.65], [-1.18, -4.72, -2.28], [-2.37, -3.44, -2.03], [0.04, -3.94, -0.21], [-1.63, -4.43, 0.12], [-2.71, 2.69, 4.18], [-1.48, 3.53, 3.92], [-0.32, 2.74, 3.55], [-0.32, 1.77, 2.30], [-1.15, 0.54, 2.34], [-1.06, 2.85, 0.30], [1.21, 1.35, 2.25], [2.26, 2.32, 2.18], [3.57, 1.58, 2.33], [-3.49, 3.32, 4.59], [-2.49, 1.89, 4.89], [-3.09, 2.24, 3.26], [-1.16, 4.06, 4.81], [-1.66, 4.25, 3.12], [2.13, 3.06, 2.98], [2.20, 2.84, 1.22], [3.60, 1.06, 3.29], [4.40, 2.28, 2.28], [3.68, 0.84, 1.53], [5.41, 1.78, -2.58], [4.82, 1.25, -1.28], [4.77, -0.21, -1.22], [6.01, -0.90, -0.85], [6.13, -1.09, 0.65], [3.66, -0.96, -1.41], [3.64, -2.17, -1.27], [2.40, -0.25, -1.83], [2.24, 0.24, -3.12], [1.02, 0.80, -3.46], [0.02, 0.84, -2.52], [0.15, 0.33, -1.30], [1.33, -0.19, -0.95], [5.47, 2.87, -2.55], [4.80, 1.50, -3.44], [6.42, 1.39, -2.74], [3.81, 1.64, -1.13], [5.41, 1.59, -0.44], [6.84, -0.32, -1.24], [6.00, -1.87, -1.35], [6.13, -0.13, 1.17], [7.07, -1.60, 0.90], [5.31, -1.69, 1.03], [3.04, 0.16, -3.84], [0.84, 1.20, -4.45], [-0.94, 1.29, -2.76], [1.41, -0.61, 0.04], [-4.00, -1.13, 2.70], [-4.64, -0.09, 1.96], [-5.25, 1.00, 2.65], [-3.63, 0.55, 0.77], [-4.12, 0.31, -0.41], [-3.07, 0.69, -1.73], [-5.39, -0.42, -0.48], [-6.10, -0.83, -1.60], [-7.25, -1.58, -1.39], [-7.67, -1.91, -0.10], [-6.94, -1.51, 1.01], [-5.81, -0.76, 0.79], [-5.76, -0.58, -2.59], [-7.83, -1.91, -2.24], [-8.56, -2.51, 0.03], [-7.25, -1.77, 2.02]]
}